Record 1
Entry from the Open Molecules 2025 dataset: a cluster of 2 separate species, C4H11N3O2 in total at a distorted geometry (ωB97M-V with the def2-TZVPD basis set).

Each line ends with the Löwdin charge.
Element x y z (Å)
C -2.242 1.093 -2.515  -0.07
C -1.578 -0.924 -1.070  -0.55
N -0.972 -1.217 0.154  0.09
N -2.214 0.323 -1.219  -0.01
N -1.594 -1.900 -1.938  0.09
H -0.956 -2.212 0.380  0.09
H -0.192 -0.682 0.459  0.06
H -2.004 0.957 -0.475  0.10
H -2.000 -1.703 -2.834  0.00
H 3.077 1.573 0.299  0.17
H -1.568 1.755 -2.832  0.02
H -3.191 1.716 -2.532  0.10
H -2.501 0.346 -3.290  0.08
C 2.268 -0.413 2.744  0.01
C 2.883 0.895 2.137  -0.57
O 3.022 1.824 2.855  0.12
O 3.039 0.673 0.806  0.05
H 2.974 -1.281 2.427  0.12
H 1.317 -0.701 2.648  0.01
H 2.433 -0.120 3.796  0.08

For the energy above the lowest of the compared OMol25 structures with the same formula, charge and spin, the calculation gives 55.9 kcal per mole. Its HOMO-LUMO gap is 9.045 eV. Its multiplicity is 1. The LUMO energy comes out at 0.2 eV.

***

Record 2
Entry from the Open Molecules 2025 dataset: a cluster of 2 separate species, C4H11N3O2 in total at a distorted geometry (ωB97M-V with the def2-TZVPD basis set).

Each line ends with the Löwdin charge.
Element x y z (Å)
C -1.476 -2.553 0.493  0.02
C -2.189 -1.380 -0.124  -0.59
O -1.387 -0.712 -0.973  0.08
O -3.278 -0.995 0.190  0.10
H -2.219 -3.292 0.781  0.09
H -1.049 -2.090 1.348  0.07
H -0.699 -2.967 -0.144  0.09
C 0.981 1.147 1.642  -0.10
C 1.127 1.386 -0.820  -0.62
N 0.206 2.218 -1.027  0.12
N 1.478 0.765 0.338  -0.02
N 1.836 0.847 -1.898  0.10
H -0.520 2.457 -0.369  0.03
H -1.617 0.214 -1.137  0.11
H 1.918 -0.130 0.298  0.12
H 2.841 0.936 -1.884  0.08
H 1.474 0.522 -2.773  0.08
H 1.039 2.217 1.816  0.08
H 1.578 0.599 2.378  0.08
H -0.044 0.810 1.866  0.07

For the energy above the lowest of the compared OMol25 structures with the same formula, charge and spin, the calculation gives 25.5 kcal per mole. Its HOMO-LUMO gap is 9.722 eV. Its multiplicity is 1. The LUMO energy comes out at 0.6 eV.

***

Record 3
Entry from the Open Molecules 2025 dataset: a cluster of 2 separate species, C4H11N3O2 in total at a distorted geometry (ωB97M-V with the def2-TZVPD basis set).

Each line ends with the Löwdin charge.
Element x y z (Å)
C 2.233 -0.197 1.386  -0.09
C 0.307 1.330 1.438  -0.59
N 0.752 1.940 0.386  0.10
N 0.975 0.259 1.957  -0.03
N -0.776 1.821 2.156  0.12
H 0.184 -0.702 -0.462  0.06
H 0.206 2.788 0.210  0.04
H 0.892 0.253 2.961  0.12
H -1.032 1.583 3.099  0.09
H -1.009 2.772 1.934  0.08
H 2.042 -0.618 0.373  0.07
H 2.875 -0.869 1.910  0.08
H 2.759 0.712 1.047  0.08
C -1.349 -0.129 -2.463  0.01
C -0.918 -1.467 -1.931  -0.58
O 0.127 -1.454 -1.061  0.07
O -1.480 -2.507 -2.131  0.11
H -0.924 -0.330 -3.488  0.11
H -0.988 0.849 -2.128  0.08
H -2.430 -0.213 -2.532  0.08

For the energy above the lowest of the compared OMol25 structures with the same formula, charge and spin, the calculation gives 33.4 kcal per mole. Its HOMO-LUMO gap is 9.790 eV. Its multiplicity is 1. The LUMO energy comes out at 0.5 eV.

***

Record 4
Entry from the Open Molecules 2025 dataset: a cluster of 2 separate species, C4H11N3O2 in total at a distorted geometry (ωB97M-V with the def2-TZVPD basis set).

Each line ends with the Löwdin charge.
Element x y z (Å)
C 0.671 3.527 -1.481  -0.01
C 0.219 2.133 -1.240  -0.56
O 0.322 1.920 0.103  0.05
O -0.338 1.399 -2.012  0.09
H 0.383 3.964 -2.450  0.09
H 1.699 3.822 -1.310  0.08
H 0.051 4.134 -0.813  0.09
C 0.348 -1.183 2.309  -0.13
C -0.695 -1.849 0.209  -0.54
N -0.262 -0.947 0.999  -0.02
N -0.794 -3.179 0.470  0.15
N -0.864 -1.538 -1.159  0.09
H 0.205 0.981 0.410  0.08
H -0.300 -1.669 3.039  0.07
H 0.597 -0.159 2.632  0.07
H -0.673 -3.918 -0.201  0.10
H -0.506 -3.534 1.367  0.08
H -0.017 -1.540 -1.703  0.08
H -1.345 -0.673 -1.365  0.06
H 1.299 -1.691 2.198  0.07

For the energy above the lowest of the compared OMol25 structures with the same formula, charge and spin, the calculation gives 23.1 kcal per mole. Its HOMO-LUMO gap is 9.842 eV. Its multiplicity is 1. The LUMO energy comes out at 0.8 eV.

***

Record 5
Entry from the Open Molecules 2025 dataset: a cluster of 2 separate species, C4H11N3O2 in total at a distorted geometry (ωB97M-V with the def2-TZVPD basis set).

Each line ends with the Löwdin charge.
Element x y z (Å)
C -2.049 3.355 0.166  0.00
C -1.311 1.970 -0.143  -0.46
O 0.001 2.301 -0.718  -0.05
O -1.635 0.841 -0.316  0.10
H -1.598 3.651 1.109  0.07
H -3.199 3.024 0.104  0.13
H -1.993 4.201 -0.549  0.08
C 0.555 -0.460 0.591  -0.14
C 1.352 -2.683 -0.231  -0.46
N 2.271 -3.535 -0.524  0.10
N 1.700 -1.406 0.447  -0.02
N 0.029 -2.840 -0.844  0.09
H 3.177 -3.363 -0.321  -0.02
H 0.286 3.249 -0.345  0.15
H 1.960 -1.641 1.387  0.08
H -0.654 -2.724 -0.206  0.01
H 0.094 -3.690 -1.529  0.14
H 0.768 0.108 1.586  0.11
H -0.443 -0.762 0.488  0.02
H 0.690 0.404 -0.150  0.07

For the energy above the lowest of the compared OMol25 structures with the same formula, charge and spin, the calculation gives 82.2 kcal per mole. Its HOMO-LUMO gap is 9.036 eV. Its multiplicity is 1. The LUMO energy comes out at 0.3 eV.

***

Record 6
Entry from the Open Molecules 2025 dataset: a cluster of 2 separate species, C4H11N3O2 in total at a distorted geometry (ωB97M-V with the def2-TZVPD basis set).

Each line ends with the Löwdin charge.
Element x y z (Å)
C 0.412 0.909 -1.749  0.00
C 1.198 0.169 -2.789  -0.54
O 2.501 0.063 -2.335  0.06
O 0.866 -0.400 -3.784  0.11
H 1.002 1.500 -1.064  0.08
H -0.353 0.300 -1.306  0.08
H -0.056 1.802 -2.161  0.09
C -1.364 1.651 2.664  -0.18
C -0.835 -0.546 1.987  -0.58
N -0.467 0.644 2.192  0.01
N -2.118 -1.012 2.033  0.13
N 0.046 -1.543 1.586  0.11
H 2.941 -0.664 -2.777  0.10
H -2.169 1.408 3.375  0.07
H -1.806 2.388 1.989  0.07
H -2.886 -0.443 2.351  0.08
H -2.336 -1.772 1.424  0.08
H 0.247 -2.371 2.106  0.08
H 0.785 -1.178 1.008  0.08
H -0.766 2.283 3.340  0.07

For the energy above the lowest of the compared OMol25 structures with the same formula, charge and spin, the calculation gives 32.5 kcal per mole. Its HOMO-LUMO gap is 9.366 eV. Its multiplicity is 1. The LUMO energy comes out at 0.7 eV.

***

Record 7
Entry from the Open Molecules 2025 dataset: an isolated molecule of C4H11N3O2 (ωB97M-V with the def2-TZVPD basis set).

Each line ends with the Löwdin charge.
Element x y z (Å)
C 1.908 0.563 -0.859  -0.09
N 0.875 -0.025 -0.013  -0.25
N 1.508 -0.818 1.004  0.05
C -0.257 -0.852 -0.852  -0.45
O -0.128 -2.115 -0.906  -0.12
H 1.699 -1.731 0.580  0.08
H 0.816 -1.016 1.722  0.07
H -0.348 -0.276 -1.796  0.13
H 1.447 1.207 -1.611  0.07
H 2.490 -0.205 -1.386  0.09
H 2.585 1.157 -0.244  0.08
N -1.252 2.006 0.381  0.16
C -1.548 -0.399 0.091  -0.32
C -0.996 0.757 0.781  -0.07
O -1.828 -1.464 0.954  -0.04
H -1.336 -2.213 0.533  0.09
H -1.861 2.159 -0.411  0.12
H -0.763 2.775 0.813  0.12
H -2.386 -0.154 -0.573  0.15
H -0.625 0.644 1.791  0.14

For the energy above the lowest of the compared OMol25 structures with the same formula, charge and spin, the calculation gives 97.3 kcal per mole. Its HOMO-LUMO gap is 8.635 eV. Its multiplicity is 1. The LUMO energy comes out at 0.4 eV.

***

Record 8
Entry from the Open Molecules 2025 dataset: a cluster of 2 separate species, C4H11N3O2 in total at a distorted geometry (ωB97M-V with the def2-TZVPD basis set).

Each line ends with the Löwdin charge.
Element x y z (Å)
C -0.827 -2.165 -0.241  -0.11
C 0.680 -1.147 -1.864  -0.58
N 0.410 -0.804 -3.047  0.13
N -0.249 -0.968 -0.827  -0.05
N 1.873 -1.751 -1.418  0.11
H -0.619 0.351 1.043  0.07
H 1.205 -0.832 -3.672  0.04
H -0.923 -0.240 -1.013  0.11
H 1.929 -1.754 -0.415  0.08
H 2.083 -2.609 -1.892  0.08
H -0.752 -2.190 0.847  0.07
H -0.336 -3.051 -0.666  0.08
H -1.824 -2.458 -0.590  0.08
C -0.395 3.214 2.479  0.00
C -0.389 2.447 1.208  -0.54
O -0.653 1.135 1.607  0.02
O -0.208 2.643 0.050  0.12
H 0.482 2.892 3.047  0.10
H -1.263 3.020 3.098  0.09
H -0.224 4.268 2.266  0.09

For the energy above the lowest of the compared OMol25 structures with the same formula, charge and spin, the calculation gives 31.5 kcal per mole. Its HOMO-LUMO gap is 10.018 eV. Its multiplicity is 1. The LUMO energy comes out at 0.7 eV.